{"formula": "CH28N2O12", "method": "the ωB97M-V functional and the def2-TZVPD basis", "symbols": ["N", "C", "N", "H", "H", "H", "H", "H", "H", "O", "H", "H", "O", "H", "H", "O", "H", "H", "O", "H", "H", "O", "H", "H", "O", "H", "H", "O", "H", "H", "O", "H", "H", "O", "H", "H", "O", "H", "H", "O", "H", "H", "O"], "positions_angstrom": [[0.07639, 0.97893, 1.33531], [-0.28190, 1.75495, 2.42969], [-0.56549, 1.28509, 3.56482], [-0.10398, 1.27006, 0.39338], [-0.00617, -0.03225, 1.38780], [-0.12630, 2.83378, 2.13979], [-0.57398, 1.91013, 4.35930], [2.82292, 0.73805, -3.50108], [1.22188, 0.26085, -3.12459], [1.87692, 0.86697, -3.45193], [-1.37573, -1.38137, 2.25180], [-2.32370, -1.97591, 1.13440], [-1.64371, -1.32733, 1.33055], [-0.98880, -0.60803, -2.74284], [-2.33038, -0.96843, -2.76758], [-1.83157, -0.12917, -2.91373], [-0.85871, 3.43436, -1.43879], [-0.86182, 2.04560, -1.74003], [-0.65727, 2.59561, -0.96939], [0.46643, -2.65753, -0.76089], [2.06980, -2.67860, -0.73068], [1.27954, -2.12645, -0.74092], [0.19160, 2.72052, -3.71163], [1.65910, 2.61188, -3.15461], [0.95948, 3.24448, -3.46912], [-3.01661, -2.52839, -1.93051], [-2.01013, -3.49670, -2.20128], [-2.05215, -2.60181, -1.82722], [-2.30353, 0.86283, -1.14457], [-2.28617, -0.21896, 0.13739], [-2.75807, 0.34194, -0.49088], [1.82071, 2.41147, 1.59060], [2.58724, 2.76317, 0.23669], [2.43757, 2.98900, 1.15520], [0.40243, -3.18300, 2.29536], [-0.56735, -3.54105, 3.33619], [-0.28625, -3.83192, 2.45649], [0.92067, -1.65020, 3.22650], [-0.01422, -0.66082, 3.64754], [0.29419, -1.54957, 3.95878], [3.23291, -0.01211, 0.80643], [2.26946, -0.39882, -0.26814], [3.23475, -0.36127, -0.09361]], "atomic_forces_ev_per_a": [[0.1, -0.9, 0.9], [0.8, 1.1, -1.7], [0.3, -1.2, 0.2], [-0.2, 0.9, 0.0], [-0.2, 0.4, 0.3], [-0.5, -0.8, 0.7], [-0.2, 0.4, -0.4], [-0.2, -1.4, 0.5], [1.0, -1.0, 0.3], [-0.2, 1.5, -0.8], [-0.4, -0.4, 0.2], [0.1, -0.4, 0.4], [0.1, 0.2, -0.5], [-0.2, 1.0, -0.2], [-0.2, 1.4, -0.1], [1.0, -1.7, -0.3], [0.6, 0.0, 1.0], [0.3, -0.6, 0.3], [-0.7, 0.7, -1.4], [0.6, 0.0, 0.1], [-0.3, -0.2, 0.0], [-0.6, 0.2, -0.1], [0.4, -0.2, -0.1], [-1.5, 0.6, -0.7], [0.6, 0.5, 0.5], [0.0, 0.6, 0.6], [0.8, 0.0, 0.1], [-1.0, -1.2, -0.5], [0.7, -0.5, 0.3], [0.8, 0.7, -0.3], [-2.1, -0.1, 0.6], [-0.2, -0.7, -0.5], [-0.4, -0.5, 0.0], [0.9, 1.1, 0.4], [0.1, -0.2, -0.4], [-0.1, -0.2, -0.1], [-0.1, -0.1, 0.3], [0.5, -0.5, 0.5], [-0.4, 0.2, 1.4], [0.0, 1.0, -1.4], [0.4, 0.1, 0.0], [0.8, -0.2, -0.1], [-1.0, 0.3, 0.2]], "nbo_charge": [-0.850, 0.299, -0.775, 0.425, 0.382, 0.168, 0.374, 0.514, 0.502, -0.995, 0.500, 0.499, -0.979, 0.458, 0.487, -0.952, 0.495, 0.461, -0.947, 0.495, 0.495, -0.985, 0.455, 0.497, -0.970, 0.479, 0.478, -0.944, 0.486, 0.497, -1.011, 0.476, 0.481, -0.962, 0.453, 0.484, -0.939, 0.443, 0.490, -0.959, 0.470, 0.482, -0.956], "fmax_ev_per_a": 2.2, "homo_ev": -9.9, "e_lumo_ev": -0.40, "orbital_gap_ev": 9.482, "multiplicity": 1, "e_above_lowest_kj_mol": 317.5, "molar_mass_g_mol": 260.24}